Entry 1:
Formula: C3H9ClOSi
Source: the OMol25 dataset
Level of theory: wB97M-V/def2-TZVPD

Output
LUMO level   0.79 eV
Energy relative to the best compared isomer or geometry (same formula, charge and spin)   55.0 kcal/mol
Gap between HOMO and LUMO   11.1695 eV
DFT total energy   -944.6563 Ha
Structure (SMILES)   C[Si@H](O)Cl.C=C
Max |F|   0.115 hartree/bohr

```
15
C3H9ClOSi, DFT wB97M-V/def2-TZVPD
C 0.16667 1.85855 2.34106
Si -0.24138 0.36459 1.11347
O 1.05158 0.18144 0.14189
Cl -2.07881 0.56778 0.31071
H -0.32799 2.78105 2.09017
H -0.27907 1.65049 3.40430
H 1.33346 1.93530 2.53874
H -0.22975 -0.99425 1.72446
H 0.99751 -0.02784 -0.70731
C -0.47343 -1.68635 -1.70057
C 0.38062 -1.26705 -2.64216
H -1.45027 -1.33042 -1.76384
H -0.36653 -2.22363 -0.79807
H 0.06925 -0.47320 -3.36004
H 1.44814 -1.33647 -2.69278
```

Entry 2:
Formula: C3H9F3N2P2
Source: the OMol25 dataset
Level of theory: wB97M-V/def2-TZVPD

Output
LUMO level   0.70 eV
Energy relative to the best compared isomer or geometry (same formula, charge and spin)   1.1 kcal/mol
Gap between HOMO and LUMO   9.3887 eV
DFT total energy   -1211.6025 Ha
Max |F|   0.085 hartree/bohr

```
19
C3H9F3N2P2, DFT wB97M-V/def2-TZVPD
C -2.00354 -0.20711 0.59815
C -1.11543 -1.44620 -1.27361
C 2.87068 1.90737 -0.11053
N 0.31316 1.70970 -0.09413
N -1.27389 -1.36910 0.24087
F -2.02076 1.82325 -1.28620
F -2.06592 2.42595 0.89328
F 1.79032 -0.52863 -0.24008
P -1.22510 1.33758 0.02670
P 1.50142 0.88262 0.65382
H -2.09829 0.10102 1.61515
H -3.12889 -0.35737 0.27268
H -2.18557 -1.62366 -1.70761
H -0.60186 -0.54731 -1.62778
H -0.63785 -2.36038 -1.50822
H 3.00532 2.83913 0.36420
H 3.86992 1.43445 -0.33220
H 2.37420 2.01057 -1.06940
H -0.28896 -1.36992 0.58942
```

Entry 3:
Formula: C3H9F4KN2O12PS4
Source: the OMol25 dataset
Level of theory: wB97M-V/def2-TZVPD

Output
LUMO level   2.00 eV
Energy relative to the best compared isomer or geometry (same formula, charge and spin)   36.0 kcal/mol
Charge   -1
Gap between HOMO and LUMO   9.5049 eV
DFT total energy   -4065.7989 Ha
Max |F|   0.164 hartree/bohr

```
36
C3H9F4KN2O12PS4, DFT wB97M-V/def2-TZVPD
K -0.55862 -0.69208 -1.80575
N 1.08277 -2.56749 -2.89260
S 2.51400 -2.69802 -2.38176
O 3.17382 -1.52901 -1.87472
O 3.28972 -3.74700 -2.96432
F 2.03962 -3.39148 -0.95333
S 1.65125 -2.07973 -4.43515
O 1.70350 -3.02589 -5.51008
O 2.53517 -0.96048 -4.50360
F 0.27673 -1.27788 -4.77197
N -2.68894 3.78465 -1.43281
S -3.49509 2.29565 -1.34598
O -4.64643 2.35791 -0.52079
O -2.61265 1.13943 -1.31896
F -4.15370 2.17078 -2.79803
S -1.66146 3.51833 -0.34584
O -0.50067 2.76966 -0.74156
O -2.19466 3.40189 0.99570
F -1.01941 5.02613 -0.20824
C -2.33030 -0.67314 2.05438
O -1.22337 0.16791 2.32291
P 0.26009 -0.37262 2.11055
O 0.53021 -0.77381 0.72737
O 0.41549 -1.55387 3.17030
C 1.72893 -1.85684 3.61247
O 1.20595 0.82142 2.61623
C 1.48889 1.89299 1.72350
H -2.04391 -1.71919 1.87229
H -2.76598 -0.38599 1.09552
H -3.04025 -0.71768 2.87461
H 2.08151 -2.79853 3.17634
H 1.75694 -1.97485 4.69645
H 2.52194 -1.15916 3.33760
H 1.19191 2.85158 2.14980
H 0.93579 1.84035 0.78579
H 2.55119 1.91606 1.48370
```

Entry 4:
Formula: C3H9F6KN3O16PS6
Source: the OMol25 dataset
Level of theory: wB97M-V/def2-TZVPD

Output
LUMO level   3.60 eV
Energy relative to the best compared isomer or geometry (same formula, charge and spin)   0.0 kcal/mol
Charge   -2
Gap between HOMO and LUMO   8.2049 eV
DFT total energy   -5417.7291 Ha
Max |F|   0.069 hartree/bohr

```
45
C3H9F6KN3O16PS6, DFT wB97M-V/def2-TZVPD
K 0.98334 0.07437 0.92157
N -2.73951 -3.44216 0.22613
S -1.24576 -3.06154 -0.16439
O -0.75921 -1.91348 0.53889
O -0.88285 -3.19915 -1.54033
F -0.50827 -4.29029 0.49641
S -3.69854 -2.62101 -0.76738
O -4.55970 -3.49793 -1.47818
O -3.20746 -1.42674 -1.37758
F -4.68137 -2.00844 0.34454
N 3.12416 -1.53849 0.53097
S 3.84064 -0.93747 -0.80125
O 2.96242 -0.52900 -1.84677
O 5.16478 -1.31059 -1.15274
F 4.08928 0.50072 -0.06444
S 3.26132 -3.11640 0.28688
O 4.46962 -3.66599 0.80229
O 2.80194 -3.57076 -0.98202
F 2.14039 -3.55197 1.28188
N 0.99001 -0.45204 3.68600
S -0.34916 0.31992 4.26668
O -0.18873 0.95379 5.52891
O -1.58841 -0.21801 3.85495
F -0.10454 1.53479 3.24155
S 0.85998 -1.87046 4.35393
O -0.02114 -2.80072 3.72722
O 0.89078 -1.87131 5.79123
F 2.29098 -2.43836 3.95147
C -0.75291 5.22693 -1.77198
O -0.53327 4.08260 -0.92573
P -0.78059 2.63036 -1.50267
O -0.53552 1.58001 -0.52767
O -2.21451 2.69626 -2.11742
C -3.18043 1.63535 -1.91671
O 0.12130 2.56370 -2.80298
C 1.51943 2.28536 -2.67749
H -1.11260 4.90761 -2.74671
H 0.20155 5.74227 -1.83087
H -1.50139 5.84976 -1.28847
H -2.83443 0.92501 -1.16949
H -3.34231 1.09119 -2.84227
H -4.07887 2.13321 -1.56337
H 1.76417 1.48759 -3.37374
H 1.81431 1.93901 -1.68797
H 2.11104 3.17249 -2.91086
```

Entry 5:
Formula: C3H9IN2
Source: the OMol25 dataset
Level of theory: wB97M-V/def2-TZVPD

Output
LUMO level (alpha / beta)   0.10 / 0.39 eV
Energy relative to the best compared isomer or geometry (same formula, charge and spin)   93.1 kcal/mol
Gap between HOMO and LUMO (alpha / beta)   8.1190 / 8.4615 eV
DFT total energy   -526.7332 Ha
Max |F|   0.097 hartree/bohr

```
15
C3H9IN2, DFT wB97M-V/def2-TZVPD
C 1.22893 1.41682 0.45872
C 0.06848 1.55502 -0.38081
C -0.98039 0.42601 -0.37875
N -0.17302 -2.80572 0.13836
N -0.13970 -1.70547 1.02515
I -1.42876 -0.47535 -2.23174
H 2.04348 2.22464 0.25167
H 1.71403 0.50197 0.21107
H 0.84281 1.44160 1.42869
H 0.29056 1.70586 -1.37075
H -0.41936 2.45910 -0.07606
H -1.75843 0.53751 0.34070
H 0.73325 -3.13147 -0.14247
H -1.01327 -2.82916 -0.44243
H -1.00860 -1.32136 1.16864
```

Entry 6:
Formula: C3H9IN3
Source: the OMol25 dataset
Level of theory: wB97M-V/def2-TZVPD

Output
LUMO level (alpha / beta)   -5.09 / -5.09 eV
Energy relative to the best compared isomer or geometry (same formula, charge and spin)   111.3 kcal/mol
Charge   +1
Gap between HOMO and LUMO (alpha / beta)   8.3173 / 8.3147 eV
DFT total energy   -581.2337 Ha
Max |F|   0.113 hartree/bohr

```
16
C3H9IN3, DFT wB97M-V/def2-TZVPD
C -0.68404 0.44756 0.04001
C 1.73076 0.09981 -0.07170
C 0.28101 -1.77044 -0.11089
N -0.56730 1.77449 -0.12070
N 0.35886 -0.38646 -0.05192
N -4.35590 0.96464 0.24700
I -2.92480 -0.31008 0.10213
H 2.57694 -0.62107 0.09683
H 1.95104 0.39270 -1.05082
H 2.02347 1.03608 0.52215
H 0.53012 -1.98184 0.96961
H -0.71465 -1.98088 -0.48520
H 1.17249 -1.98125 -0.77543
H 0.35734 2.21662 -0.28861
H -1.17370 2.46979 -0.28300
H -4.57740 1.23297 1.19224
```

Entry 7:
Formula: C3H9INO
Source: the OMol25 dataset
Level of theory: wB97M-V/def2-TZVPD

Output
LUMO level (alpha / beta)   -3.57 / -7.42 eV
Energy relative to the best compared isomer or geometry (same formula, charge and spin)   18.0 kcal/mol
<S²>   2.0051
Charge   +1
Gap between HOMO and LUMO (alpha / beta)   6.2745 / 6.6963 eV
DFT total energy   -546.9662 Ha
Spin multiplicity   3
Max |F|   0.108 hartree/bohr

```
15
C3H9INO, DFT wB97M-V/def2-TZVPD
C 0.14701 1.70525 -0.35373
C -0.03896 -0.87893 -0.60256
C 0.66543 0.31980 0.09317
N -1.23356 -1.18115 0.16951
O 0.36132 0.21458 1.48474
I 2.85363 -0.03966 -0.05294
H 0.65711 1.95011 -1.34147
H 0.36656 2.42088 0.37741
H -0.85020 1.67944 -0.55125
H -0.22720 -0.67820 -1.74538
H 0.65050 -1.69699 -0.55064
H -1.53132 -2.26547 0.18960
H -2.00371 -0.60435 -0.27348
H -0.92580 -1.00573 1.08465
H 1.10916 0.06042 2.07238
```

Entry 8:
Formula: C3H9INS
Source: the OMol25 dataset
Level of theory: wB97M-V/def2-TZVPD

Output
LUMO level   -3.18 eV
Energy relative to the best compared isomer or geometry (same formula, charge and spin)   26.5 kcal/mol
Charge   +1
Gap between HOMO and LUMO   10.0731 eV
DFT total energy   -870.0230 Ha
Max |F|   0.069 hartree/bohr

```
15
C3H9INS, DFT wB97M-V/def2-TZVPD
C -2.00538 -0.36404 0.26578
C 0.09120 0.99476 -0.67897
C -0.57528 -0.27849 -0.09102
N 0.31942 0.69715 0.77342
S 0.25406 -1.78366 -0.43382
I 4.38410 -0.03011 0.37931
H -2.11046 -1.21835 0.81566
H -2.64805 -0.45534 -0.58014
H -2.55106 0.57325 0.61174
H 0.84627 0.86149 -1.45688
H -0.54284 1.83949 -0.84268
H 1.25117 0.46812 0.96043
H 3.97579 -0.14979 -1.16071
H -0.11647 1.48418 1.34141
H -0.57248 -2.63867 0.09646
```

Entry 9:
Formula: C3H9N
Source: the OMol25 dataset
Level of theory: wB97M-V/def2-TZVPD

Output
LUMO level (alpha / beta)   4.60 / 4.45 eV
Energy relative to the best compared isomer or geometry (same formula, charge and spin)   38.1 kcal/mol
<S²>   0.7525
Charge   -1
Gap between HOMO and LUMO (alpha / beta)   3.3315 / 8.6274 eV
DFT total energy   -174.3279 Ha
Spin multiplicity   2
Max |F|   0.084 hartree/bohr

```
13
C3H9N, DFT wB97M-V/def2-TZVPD
C -2.99368 0.81056 2.23904
H -3.30413 1.78420 2.07127
H -3.52914 -0.09838 1.72952
H -1.99319 0.93498 1.74518
H -2.96076 0.55795 3.23980
C 1.23085 0.02087 -1.99510
C 1.04717 -0.96801 0.10181
N 1.51154 -0.02610 -0.64058
H 1.47405 1.01098 -2.41583
H 2.07384 -0.42974 -2.58855
H 0.20990 -0.19621 -2.24809
H 1.37457 -0.80946 1.18700
H 0.36804 -1.75212 -0.31077
```

Entry 10:
Formula: C3H9N
Source: the OMol25 dataset
Level of theory: wB97M-V/def2-TZVPD

Output
LUMO level   1.20 eV
Energy relative to the best compared isomer or geometry (same formula, charge and spin)   101.9 kcal/mol
Gap between HOMO and LUMO   9.8195 eV
DFT total energy   -174.2906 Ha
Structure (SMILES)   C=C.CN
Max |F|   0.113 hartree/bohr

```
13
C3H9N, DFT wB97M-V/def2-TZVPD
C -0.98120 0.72877 -0.40633
C -0.59403 0.11215 -1.49902
H -0.45748 1.59359 0.07556
H -2.08094 0.51730 0.01685
H 0.20748 0.46963 -2.14366
H -1.16884 -0.85754 -1.66214
C 0.38207 -0.89663 0.53791
N 1.13267 0.18637 1.12266
H 0.80245 -1.84803 0.85683
H -0.87123 -0.87468 0.53588
H 0.64642 -0.95254 -0.51117
H 0.74444 1.04342 1.03258
H 1.40791 -0.06152 2.14529
```

What is the energy relative to the best compared isomer or geometry (same formula, charge and spin) in the sixth record?
111.3 kcal/mol